Entry 1:
ORCA calculation (ωB97M-V/def2-TZVPD) on a 2-piece molecular cluster, C4H6F2O overall in a non-equilibrium geometry.

Calculated values
Gap between HOMO and LUMO (spin up / spin down), eV: 7.41 / 7.51
E, eV: -11720.951
HOMO (spin up / spin down), eV: -6.5 / -11.9
Spin multiplicity: 3
Energy relative to the best compared isomer or geometry (same formula, charge and spin), kJ/mol: 118.6
⟨S²⟩: 2.010

The geometry in XYZ format:
```
13
C4H6F2O, DFT ωB97M-V/def2-TZVPD
C -2.8778 1.0164 -0.0083
C 1.6210 0.5769 -0.4139
C -0.2209 -0.5675 0.8830
C 0.4670 -0.4096 -0.4664
O -3.8967 0.6416 -0.3116
F -1.4818 -1.0907 0.7322
F 0.9557 -1.6396 -0.8656
H -0.2718 -0.1198 -1.2243
H 2.3304 0.2829 0.3568
H 1.2552 1.5756 -0.1977
H 2.1323 0.5880 -1.3727
H -0.3466 0.4048 1.3682
H 0.3340 -1.2591 1.5202
```


Entry 2:
ORCA calculation (ωB97M-V/def2-TZVPD) on C26H24BCoIN9O2 as an isolated structure.

Calculated values
Gap between HOMO and LUMO, eV: 7.19
E, eV: -91262.866
HOMO, eV: -7.4
Spin multiplicity: 1
Energy relative to the best compared isomer or geometry (same formula, charge and spin), kJ/mol: 48.1

The geometry in XYZ format:
```
64
C26H24BCoIN9O2, DFT ωB97M-V/def2-TZVPD
Co 0.4444 2.2265 -0.2260
C 2.8072 5.0862 1.6051
C 1.5771 4.6393 1.1202
N 1.7464 3.5207 0.4268
N 3.0529 3.2127 0.4674
C 3.7168 4.1460 1.1611
B 3.5151 1.9414 -0.2610
N 2.9088 0.7446 0.4911
C 3.4764 -0.3631 0.9884
C 2.4723 -1.2435 1.3322
C 1.2911 -0.5768 0.9884
N 1.5691 0.6197 0.4837
N 2.8889 1.9609 -1.6719
C 3.5193 1.9373 -2.8543
C 2.5764 2.0179 -3.8565
C 1.3584 2.0989 -3.1797
N 1.5543 2.0561 -1.8657
H 3.0031 5.9656 2.1917
H 0.5932 5.0575 1.2479
H 4.7839 4.0751 1.2866
H 4.7082 1.8683 -0.3286
H 4.5481 -0.4461 1.0549
H 2.5788 -2.2224 1.7637
H 0.2724 -0.9172 1.0775
H 4.5927 1.8626 -2.8938
H 2.7404 2.0295 -4.9189
H 0.3646 2.1996 -3.5799
C 0.0859 -6.2353 -1.1142
O 0.1345 -5.3318 -0.0261
C -1.0090 -4.6748 0.2944
C -0.9204 -3.7937 1.3742
C -2.0119 -3.0519 1.7664
C -3.2298 -3.1934 1.0966
C -3.3305 -4.1211 0.0741
C -2.2248 -4.8453 -0.3552
N -4.4520 -2.5610 1.5004
N -4.5139 -1.3845 1.8744
C -3.4412 -0.4572 1.6998
C -3.1867 0.3951 2.7511
C -2.1653 1.3536 2.7304
C -1.3965 1.5181 1.5888
O -0.4543 2.4019 1.4363
C -1.7096 0.6868 0.4674
N -0.9522 0.9342 -0.6379
C -1.1796 0.2696 -1.7431
C -2.2225 -0.6695 -1.8357
C -2.9931 -0.9352 -0.7391
C -2.7243 -0.2829 0.4872
H 1.0894 -6.6377 -1.2174
H -0.1974 -5.7266 -2.0393
H -0.6134 -7.0527 -0.9207
H 0.0245 -3.7126 1.8926
H -1.9288 -2.3849 2.6147
H -4.2958 -4.2693 -0.3941
H -2.3334 -5.5477 -1.1682
H -3.8016 0.2841 3.6366
H -1.9882 1.9922 3.5848
H -0.5408 0.4833 -2.5868
H -2.4125 -1.1559 -2.7817
H -3.8177 -1.6312 -0.8110
I -1.8633 3.6156 -2.6224
C -0.6514 3.7170 -0.8482
H -1.3884 3.9035 -0.0729
H -0.0443 4.6036 -1.0066
```


Entry 3:
ORCA calculation (ωB97M-V/def2-TZVPD) on C29H40AsClN4O2S3SiTa as an isolated structure.

Calculated values
Gap between HOMO and LUMO, eV: 5.76
E, eV: -156052.492
HOMO, eV: -15.9
Net charge: +3
Spin multiplicity: 1
Energy relative to the best compared isomer or geometry (same formula, charge and spin), kJ/mol: 0.0

The geometry in XYZ format:
```
82
C29H40AsClN4O2S3SiTa, DFT ωB97M-V/def2-TZVPD
Ta -0.0603 -0.1835 -0.2342
O 4.0637 -0.0973 1.2438
C 3.8484 -0.6401 2.4886
C 4.9035 -0.5813 3.3818
C 4.7738 -1.1185 4.6497
C 3.5850 -1.7321 5.0439
C 2.5236 -1.7688 4.1721
C 2.6249 -1.2076 2.8856
C 1.4205 -1.1448 2.0812
O 1.4349 -0.4867 0.8751
N 0.2808 -1.6210 2.4223
N -0.6965 -1.3882 1.4497
C -1.8023 -2.0888 1.7129
S -1.9128 -3.0128 3.1425
C -3.4793 -3.8199 2.6932
C -4.2798 -2.8756 1.8249
S -3.1273 -2.1460 0.6171
H 3.7682 -0.7096 0.5580
H 5.8319 -0.1360 3.0506
H 5.6125 -1.0774 5.3318
H 3.4980 -2.1690 6.0284
H 1.5862 -2.2202 4.4675
H -4.0053 -4.0510 3.6188
H -3.2379 -4.7499 2.1802
H -4.7261 -2.0632 2.3968
H -5.0549 -3.3929 1.2619
C -0.3071 -3.7948 -4.4907
Si -1.9886 -3.0392 -4.7257
C -2.1407 -2.2335 -6.3902
C -3.3538 -4.2462 -4.3686
C -2.3059 -1.5966 -3.4604
C -3.4803 -0.8457 -3.6288
C -3.8264 0.2143 -2.7924
C -2.9947 0.5206 -1.7445
N -1.8694 -0.1867 -1.5326
C -1.5462 -1.1949 -2.3789
S 0.0152 -1.8795 -1.8511
H -0.1863 -4.5488 -5.2739
H -0.1866 -4.3108 -3.5371
H 0.5072 -3.0786 -4.6170
H -1.9980 -2.9888 -7.1666
H -1.3771 -1.4669 -6.5377
H -3.1187 -1.7812 -6.5639
H -3.3042 -5.0747 -5.0789
H -4.3440 -3.7964 -4.4673
H -3.2660 -4.6688 -3.3654
H -4.1467 -1.0917 -4.4487
H -4.7285 0.7866 -2.9569
H -3.2064 1.3273 -1.0563
Cl 4.3337 3.5670 -0.3632
C 2.9483 2.9610 -1.1488
C 2.5203 3.4761 -2.3669
C 1.3869 2.9354 -2.9602
C 0.7156 1.9163 -2.3278
N 1.1286 1.4169 -1.1378
C 2.2385 1.9295 -0.5632
H 3.0712 4.2782 -2.8418
H 1.0302 3.3006 -3.9130
H -0.1688 1.4723 -2.7681
H 2.5812 1.4873 0.3608
C 1.1179 2.4553 2.7552
C -0.3397 2.0311 2.8761
As -1.3247 1.8217 1.2016
C -1.3065 3.5686 0.3248
C -1.4626 4.7634 1.2626
C -3.1098 1.3889 1.8727
C -3.8660 2.5611 2.4899
H 1.5059 2.6871 3.7468
H 1.2401 3.3511 2.1435
H 1.7443 1.6617 2.3490
H -0.9165 2.7667 3.4387
H -0.4420 1.0772 3.3981
H -2.0837 3.5483 -0.4422
H -0.3463 3.6151 -0.1936
H -2.4473 4.8053 1.7194
H -1.3241 5.6831 0.6947
H -0.7151 4.7567 2.0556
H -2.9166 0.6079 2.6132
H -3.6835 0.9301 1.0685
H -3.2847 3.0724 3.2562
H -4.7747 2.1914 2.9643
H -4.1645 3.2881 1.7360
```


Entry 4:
ORCA calculation (ωB97M-V/def2-TZVPD) on one molecule with the formula C5H11NO.

Calculated values
Gap between HOMO and LUMO, eV: 7.68
E, eV: -8898.195
HOMO, eV: -7.0
Spin multiplicity: 1
Energy relative to the best compared isomer or geometry (same formula, charge and spin), kJ/mol: 337.9

The geometry in XYZ format:
```
18
C5H11NO, DFT ωB97M-V/def2-TZVPD
C 2.2032 -0.4745 -0.4248
C 1.3226 0.0295 0.7040
N -0.1194 -0.2277 0.4749
C -0.9103 0.0715 1.7830
C -0.7119 0.5970 -0.5828
O -0.1839 1.6238 -0.9317
C -1.9841 0.0354 -1.1666
H 3.2504 -0.2659 -0.1858
H 1.9682 0.0328 -1.3659
H 2.1058 -1.5579 -0.5637
H 1.4107 1.1109 0.8205
H 1.5367 -0.4427 1.6653
H -0.5498 1.0746 2.0497
H -1.9574 0.1913 1.4659
H -0.2517 -1.2181 0.2724
H -1.7389 -0.4838 -2.1016
H -2.6558 0.8603 -1.4130
H -2.4877 -0.6621 -0.4930
```


Entry 5:
ORCA calculation (ωB97M-V/def2-TZVPD) on C32H38N6O5PV as an isolated structure in a non-equilibrium geometry.

Calculated values
Gap between HOMO and LUMO (spin up / spin down), eV: 4.66 / 4.71
E, eV: -87955.425
HOMO (spin up / spin down), eV: -2.5 / -2.6
Net charge: -1
Spin multiplicity: 4
Energy relative to the best compared isomer or geometry (same formula, charge and spin), kJ/mol: 0.0
⟨S²⟩: 3.839

The geometry in XYZ format:
```
83
C32H38N6O5PV, DFT ωB97M-V/def2-TZVPD
V -0.6607 1.3823 -0.0549
O -4.0240 2.7545 1.8319
C -3.0251 2.4107 1.0255
O -2.2539 1.4998 1.1929
C -2.8676 3.0569 -0.3055
C -3.6421 4.0111 -0.8429
C -3.3914 4.4157 -2.2451
C -2.3335 3.9865 -2.9704
C -1.5367 3.0061 -2.4003
N -1.8767 2.4325 -1.0172
C -0.5618 2.0867 -2.8431
O -0.2096 2.1229 -4.0849
O 0.0023 1.1526 -2.2010
H -4.0117 2.4061 2.7069
H -4.4634 4.4642 -0.2611
H -4.1347 4.9686 -2.7232
H -2.2758 4.3301 -3.9626
H 0.2267 1.3570 -4.4077
O -0.2351 -0.6991 0.1135
P 0.0673 -2.0565 -0.4399
N -0.5866 -2.4207 -1.9304
C 0.1308 -2.0636 -3.1568
C -0.9899 -2.1845 -4.2242
C -2.2121 -1.6013 -3.4914
C -2.0304 -2.1511 -2.0981
N -0.6264 -3.1913 0.5801
C -0.7438 -4.6047 0.2046
C -1.7355 -5.1519 1.2981
C -1.1650 -4.4247 2.4985
C -0.5104 -3.0869 2.0410
N 1.6670 -2.3507 -0.5250
C 2.4813 -1.0894 -0.8182
C 3.8732 -1.7014 -1.0243
C 3.6096 -3.1768 -1.4810
C 2.4713 -3.5524 -0.5455
H 1.0187 -2.6109 -3.4356
H 0.4624 -0.9995 -3.0802
H -1.1807 -3.2393 -4.4943
H -0.6134 -1.6364 -5.0881
H -3.2067 -1.8823 -3.8585
H -2.1903 -0.4886 -3.4935
H -2.5980 -3.0552 -1.8690
H -2.3386 -1.3822 -1.3569
H 0.2256 -5.1322 0.1837
H -1.1027 -4.6612 -0.8139
H -1.7128 -6.2490 1.5275
H -2.7322 -4.7840 1.0796
H -0.3156 -5.0343 2.9861
H -1.9328 -4.2681 3.3409
H 0.5822 -2.9725 2.3147
H -1.0243 -2.2166 2.4233
H 2.4001 -0.4037 0.0116
H 2.0173 -0.5989 -1.7438
H 4.3720 -1.7651 -0.0216
H 4.5672 -1.1543 -1.6872
H 4.5328 -3.7734 -1.4700
H 3.4014 -3.1787 -2.5499
H 2.8503 -3.7623 0.4615
H 1.9309 -4.4169 -1.0116
C 0.6414 2.1110 1.1929
C 1.9919 2.5074 0.9500
C 2.9440 3.0254 1.9152
C 4.3120 3.1644 1.6542
C 4.7838 2.9535 0.3632
C 3.8509 2.5722 -0.6341
C 2.5052 2.4445 -0.3964
H 2.6552 3.1857 2.9753
H 5.0067 3.5644 2.4163
H 5.8188 3.1441 0.0259
H 4.1941 2.5674 -1.6448
H 1.9059 2.1926 -1.2593
N -2.4416 2.8016 7.3346
C -2.0267 2.7242 6.2556
C -1.4321 2.5362 4.9257
C -0.9499 1.2767 4.3858
C -0.2383 1.2302 3.2350
N 0.2148 2.3173 2.6101
C -0.1865 3.5380 3.1437
C -0.9849 3.7070 4.1816
H -1.1645 0.3418 4.9270
H 0.0390 0.2978 2.7535
H 0.0724 4.3888 2.4922
H -1.3505 4.7361 4.4039
```


Entry 6:
ORCA calculation (ωB97M-V/def2-TZVPD) on a 2-piece molecular cluster, C3H4NP overall in a non-equilibrium geometry.

Calculated values
Gap between HOMO and LUMO (spin up / spin down), eV: 8.55 / 8.55
E, eV: -13949.283
HOMO (spin up / spin down), eV: -9.0 / -9.0
Spin multiplicity: 1
Energy relative to the best compared isomer or geometry (same formula, charge and spin), kJ/mol: 391.8

The geometry in XYZ format:
```
9
C3H4NP, DFT ωB97M-V/def2-TZVPD
C -0.5638 1.2014 -0.0568
C -0.5959 -0.9375 1.1198
C 0.5062 0.2008 -0.4370
N 0.3482 -1.0795 0.3470
P -1.5928 0.6150 1.1703
H -0.5876 2.2032 -0.5516
H -0.6141 -2.4420 2.4114
H 0.5228 -0.2715 -1.5280
H 1.5496 0.3799 -0.1246
```


Entry 7:
ORCA calculation (ωB97M-V/def2-TZVPD) on an isolated ion of composition C5H7N2 and charge +1 in a non-equilibrium geometry.

Calculated values
Gap between HOMO and LUMO (spin up / spin down), eV: 7.53 / 7.53
E, eV: -8265.854
HOMO (spin up / spin down), eV: -15.1 / -15.1
Net charge: +1
Spin multiplicity: 1
Energy relative to the best compared isomer or geometry (same formula, charge and spin), kJ/mol: 668.0

The geometry in XYZ format:
```
14
C5H7N2, DFT ωB97M-V/def2-TZVPD
C -0.2847 1.6510 -1.8208
N -0.4109 0.8934 -0.6077
C -1.2703 1.0885 0.4173
C -1.0594 0.1831 1.3467
N -0.0564 -0.6375 0.9601
C 0.4914 -1.7632 1.6635
C 0.3305 -0.1820 -0.2482
H 0.0399 2.6696 -1.5999
H 0.4479 1.1741 -2.4698
H -1.2449 1.6993 -2.3365
H -0.2595 -2.5489 1.7652
H 0.8138 -1.4633 2.6617
H 1.3456 -2.1529 1.1122
H 1.1171 -0.6112 -0.8440
```


Entry 8:
ORCA calculation (ωB97M-V/def2-TZVPD) on C17H29N3NaOSeV as an isolated structure in a non-equilibrium geometry.

Calculated values
Gap between HOMO and LUMO (spin up / spin down), eV: 6.41 / 6.42
E, eV: -120052.598
HOMO (spin up / spin down), eV: -15.5 / -15.5
Net charge: +2
Spin multiplicity: 1
Energy relative to the best compared isomer or geometry (same formula, charge and spin), kJ/mol: 11.9

The geometry in XYZ format:
```
53
C17H29N3NaOSeV, DFT ωB97M-V/def2-TZVPD
N -1.8764 -0.9696 0.1736
C -2.7901 -1.6841 0.5583
O -3.6797 -2.3586 0.9575
Na -0.1548 2.4720 1.4554
V -0.0667 -0.3111 0.0276
N 0.2662 1.5436 -0.4156
N 0.7718 -1.5072 -1.1014
C -0.4803 2.2707 -1.4682
C 0.1933 -2.4476 -2.0855
C -0.2996 3.7870 -1.3112
C 0.0298 1.8891 -2.8583
C -1.9606 1.9256 -1.3308
C -0.2225 -3.7281 -1.3578
C 1.1933 -2.8220 -3.1819
C -1.0319 -1.8182 -2.7348
H -0.6102 4.1478 -0.3151
H -0.9267 4.3009 -2.0518
H 0.7413 4.0888 -1.4842
H 1.0529 2.2568 -3.0113
H -0.6136 2.3427 -3.6252
H 0.0247 0.8010 -3.0071
H -2.1555 0.8534 -1.4756
H -2.5272 2.4873 -2.0879
H -2.3589 2.2083 -0.3417
H 0.6468 -4.1924 -0.8755
H -0.6475 -4.4384 -2.0788
H -0.9778 -3.5195 -0.5900
H 2.0478 -3.3866 -2.7898
H 1.5613 -1.9306 -3.7043
H 0.6881 -3.4615 -3.9175
H -1.4276 -2.5167 -3.4852
H -0.7681 -0.8848 -3.2474
H -1.8247 -1.6149 -2.0082
C 1.7130 1.7994 -0.3937
H 2.1796 1.1939 0.3976
H 2.2218 1.5559 -1.3438
H 1.9298 2.8659 -0.1828
C 2.1774 -1.7228 -0.7546
H 2.3900 -1.3110 0.2408
H 2.4263 -2.7957 -0.7278
H 2.8608 -1.2378 -1.4737
Se 0.7014 -0.4129 2.3471
C -0.6423 0.6368 3.2942
C -1.9887 0.2511 3.2394
C -2.9769 1.1899 3.5263
C -2.6214 2.4576 4.0015
C -1.2782 2.7761 4.2366
C -0.2774 1.8492 3.9146
H -2.2464 -0.7755 2.9694
H -4.0289 0.9192 3.4062
H -3.4032 3.1856 4.2353
H -1.0093 3.7284 4.7030
H 0.7791 2.0539 4.1119
```